ORCA calculation (ωB97M-V/def2-TZVPD) on a structure of composition C33H36AsBrN2PTi.

Geometry (Å):
Ti -1.448 -0.353 0.601
C -2.075 -1.526 2.510
C -3.244 -1.247 1.745
C -3.450 0.151 1.766
C -2.406 0.736 2.487
C -1.557 -0.303 2.962
H -1.677 -2.504 2.728
H -3.899 -1.977 1.297
H -4.267 0.695 1.326
H -2.299 1.790 2.677
H -0.683 -0.173 3.581
Br 5.670 -1.952 -1.229
C 3.867 -1.442 -1.270
C 3.079 -1.598 -0.141
C 1.752 -1.203 -0.188
C 1.221 -0.625 -1.329
C 2.006 -0.512 -2.475
C 3.326 -0.921 -2.442
N -0.141 -0.200 -1.254
C -0.643 0.546 -2.163
C -2.081 0.811 -2.156
C -2.674 1.492 -3.203
C -4.061 1.547 -3.258
C -4.784 0.895 -2.278
C -4.107 0.267 -1.242
N -2.775 0.241 -1.149
H 3.495 -2.022 0.764
H 1.125 -1.353 0.684
H 1.619 -0.119 -3.404
H 3.941 -0.835 -3.327
H -0.058 0.935 -2.989
H -2.059 1.944 -3.970
H -4.559 2.068 -4.064
H -5.864 0.870 -2.296
H -4.660 -0.244 -0.469
C -2.091 -4.356 0.736
As -1.495 -2.906 -0.408
C -2.798 -2.995 -1.846
C 0.019 -3.761 -1.269
H -2.274 -5.231 0.115
H -3.005 -4.103 1.268
H -1.313 -4.597 1.459
H -2.820 -4.005 -2.253
H -2.522 -2.297 -2.635
H -3.789 -2.739 -1.473
H -0.322 -4.719 -1.658
H 0.826 -3.925 -0.558
H 0.389 -3.147 -2.087
C -0.060 2.911 2.269
P 0.575 1.504 1.283
C 1.959 0.947 2.316
C 2.994 1.843 2.599
C 4.032 1.474 3.440
C 4.043 0.212 4.019
C 3.014 -0.680 3.758
C 1.980 -0.312 2.910
C 1.304 2.383 -0.137
C 0.488 3.271 -0.842
C 0.977 3.961 -1.941
C 2.292 3.773 -2.349
C 3.108 2.890 -1.656
C 2.616 2.190 -0.563
H 0.727 3.656 2.372
H -0.338 2.566 3.265
H -0.922 3.378 1.794
H 3.000 2.833 2.159
H 4.829 2.176 3.648
H 4.852 -0.074 4.679
H 3.014 -1.660 4.217
H 1.187 -1.027 2.720
H -0.534 3.451 -0.527
H 0.342 4.665 -2.463
H 2.682 4.323 -3.195
H 4.135 2.745 -1.965
H 3.267 1.501 -0.039

As for the spin multiplicity: 2. Its total charge is +2. The value obtained for the HOMO energy (spin up / spin down) is -13.87 / -13.87 eV. For the energy above the lowest of the compared OMol25 structures with the same formula, charge and spin, the calculation gives 8.1 kcal/mol. The HOMO-LUMO gap (spin up / spin down) comes out at 7.16 / 7.03 eV. The total energy comes out at -201059.071 eV.

These are the Mulliken partial charges, in e, on atoms 1 to 4: -0.18 -0.55 -0.47 -1.32